# 1
ORCA calculation (ωB97M-V/def2-TZVPD) on a molecular structure, C18H16CrFeI2O4S at a distorted geometry.

Last column: Löwdin spin population.
Positions of all 43 atoms, in Å:
I: -1.5845 2.5918 -2.0851  0.543
I: -1.1702 -0.0844 -3.7461  1.231
Fe: -0.0718 -0.8608 -1.0303  1.917
Cr: -0.6261 1.1300 0.0994  3.129
S: 0.8920 0.9497 -1.6064  -0.098
C: 0.5476 1.9062 1.3891  0.047
C: -1.4159 2.0171 1.6726  0.019
C: 2.8280 1.0772 -1.3449  0.008
C: 3.2959 0.3118 -2.5737  -0.013
C: 3.3678 0.4885 -0.0655  0.006
C: 3.0276 2.5882 -1.4424  -0.006
C: -1.0042 -3.2150 -0.7559  -0.007
C: 1.5076 -1.8082 -0.8641  -0.010
O: -1.6120 2.8210 2.5785  0.093
O: 1.3553 2.6218 1.8929  0.103
O: -1.0350 -4.0202 0.1004  -0.001
O: 2.2134 -2.7290 -0.9920  0.017
H: 4.3695 0.4786 -2.7118  -0.004
H: 2.7447 0.6516 -3.4579  -0.001
H: 3.0941 -0.7609 -2.4594  0.000
H: 4.4677 0.6002 -0.0867  0.002
H: 3.1255 -0.5816 0.0193  0.000
H: 2.9593 0.9993 0.8165  0.000
H: 4.0867 2.8452 -1.5676  -0.001
H: 2.6388 3.0724 -0.5363  0.001
H: 2.4651 2.9806 -2.2977  -0.001
C: -6.2212 -0.9214 0.2773  0.095
C: -5.5839 -0.2788 -0.8346  0.044
C: -4.2045 -0.0487 -0.7956  0.265
C: -3.4253 -0.5401 0.2650  0.040
C: -1.9709 -0.5579 0.2421  0.080
C: -1.2954 -0.9329 1.4109  0.022
C: -1.8456 -1.5986 2.5138  0.099
C: -3.2188 -1.6417 2.4824  0.006
C: -4.0032 -1.1029 1.4199  0.050
C: -5.4234 -1.3012 1.3541  0.280
H: -7.3144 -1.1432 0.2570  0.001
H: -6.1096 0.0377 -1.7599  0.000
H: -3.5627 0.4962 -1.5356  0.012
H: -0.1732 -0.7006 1.3593  0.021
H: -1.2104 -2.1028 3.2709  0.003
H: -3.8113 -2.1781 3.2138  -0.001
H: -5.8209 -1.8797 2.1912  0.009

## Properties
Frontier orbital gap (spin up / spin down): 5.48 / 5.42 eV
Net charge: +4
Relative energy (zero: lowest compared OMol25 entry of this formula, charge and spin): 33.3 kcal per mole
DFT total energy: -4296.25872 hartree
Spin multiplicity: 9



# 2
ORCA calculation (ωB97M-V/def2-TZVPD) on a molecular structure, C18H16I2IrN9OS at a distorted geometry.

Last column: natural (NBO) charge in e.
Positions of all 48 atoms, in Å:
Ir: -0.0971 0.3134 -0.5318  1.178
I: -4.5775 2.8834 -0.5071  0.234
C: -2.6311 3.5899 -0.5271  -0.216
C: -2.3714 4.9762 -0.4917  -0.218
C: -1.0922 5.4622 -0.4971  -0.156
I: -0.7989 7.5173 -0.4103  0.243
C: 0.0073 4.5630 -0.5463  -0.119
C: 1.3620 4.9399 -0.5692  -0.048
C: 2.3373 3.9797 -0.6020  -0.267
C: 1.9836 2.6316 -0.6116  0.096
N: 0.7211 2.2198 -0.6033  -0.468
C: -0.2755 3.1801 -0.5726  0.091
C: -1.5931 2.6951 -0.5682  0.314
O: -1.7654 1.3696 -0.6024  -0.723
H: -3.2075 5.6610 -0.4585  0.255
H: 1.6234 5.9902 -0.5631  0.255
H: 3.3844 4.2454 -0.6160  0.254
H: 2.7604 1.8833 -0.6351  0.228
N: -1.3080 -0.4935 3.1877  -0.463
C: -0.2156 0.2461 3.5926  -0.030
C: 0.4503 0.6135 2.4671  -0.066
N: -0.2480 0.1147 1.3913  -0.341
C: -1.2911 -0.5645 1.8500  0.323
C: -2.0931 -1.2329 0.8521  0.310
N: -1.6861 -1.0789 -0.3968  -0.426
C: -2.5554 -1.7650 -1.2013  -0.058
C: -3.4988 -2.3468 -0.4086  -0.036
N: -3.1914 -2.0060 0.8893  -0.470
H: -1.9857 -0.9094 3.8066  0.451
H: -0.0057 0.4369 4.6303  0.264
H: 1.3472 1.1964 2.3556  0.258
H: -2.4774 -1.7643 -2.2747  0.251
H: -4.3439 -2.9677 -0.6506  0.259
H: -3.7296 -2.2701 1.6988  0.448
C: 2.2610 -5.7353 -0.8020  -0.676
C: 2.6937 -4.3193 -0.7600  0.367
N: 3.9024 -3.8954 -0.5955  -0.206
N: 3.7907 -2.5379 -0.6105  -0.334
C: 2.5472 -2.1015 -0.7645  0.274
S: 2.1422 -0.4243 -0.8169  -0.185
N: 1.8242 -3.2388 -0.8696  -0.210
N: 0.4545 -3.2885 -1.0874  -0.622
H: 3.1429 -6.3658 -0.7271  0.283
H: 1.7436 -5.9620 -1.7347  0.249
H: 1.5985 -5.9684 0.0333  0.242
H: 4.6180 -1.9691 -0.5164  0.448
H: 0.0640 -4.0529 -0.5505  0.381
H: 0.2796 -3.4500 -2.0742  0.383

## Properties
Frontier orbital gap: 6.03 eV
Net charge: +2
Relative energy (zero: lowest compared OMol25 entry of this formula, charge and spin): 43.1 kcal per mole
DFT total energy: -2361.01230 hartree



# 3
ORCA calculation (ωB97M-V/def2-TZVPD) on a molecular structure, C18H16N3O6RhS3.

Last column: natural (NBO) charge in e.
Positions of all 47 atoms, in Å:
Rh: -0.2672 0.3967 -0.4782  1.020
S: -1.7365 4.4860 0.1087  0.438
C: -1.7258 4.2286 -1.5868  -0.383
C: -1.2520 2.9951 -1.9367  -0.297
C: -0.8849 2.2278 -0.8080  -0.044
C: -1.0972 2.9107 0.3711  -0.358
C: -0.7207 2.2708 1.6133  0.226
C: -0.8542 2.7643 2.9054  -0.247
C: -0.3805 2.0092 3.9626  -0.135
C: 0.2269 0.7835 3.7218  -0.261
C: 0.3183 0.3316 2.4182  0.090
N: -0.1513 1.0545 1.4044  -0.380
H: -2.0834 5.0071 -2.2421  0.239
H: -1.1858 2.6494 -2.9579  0.240
H: -1.3275 3.7232 3.0647  0.229
H: -0.4824 2.3766 4.9753  0.224
H: 0.6068 0.1673 4.5229  0.232
H: 0.7602 -0.6174 2.1626  0.244
O: -1.2062 -2.1370 1.6636  -0.979
S: -0.3556 -2.6875 0.6344  2.413
O: 0.5121 -3.7680 1.0235  -0.973
O: 0.4028 -1.6280 -0.0852  -1.033
C: -1.4520 -3.3862 -0.6080  -0.212
C: -1.5470 -4.7697 -0.5991  -0.207
C: -2.4225 -5.4348 -1.4453  -0.187
C: -3.2242 -4.7162 -2.3126  -0.211
C: -3.1342 -3.3333 -2.3408  -0.167
C: -2.2526 -2.6660 -1.4991  -0.378
S: -2.1981 -0.9051 -1.7441  2.381
O: -3.3034 -0.5604 -2.5755  -0.913
O: -0.8347 -0.5626 -2.2866  -0.914
O: -2.2018 -0.2355 -0.3916  -0.882
H: -0.9175 -5.3158 0.0885  0.252
H: -2.4742 -6.5154 -1.4185  0.218
H: -3.9170 -5.2205 -2.9728  0.219
H: -3.7463 -2.7574 -3.0187  0.248
C: 4.9768 0.4289 -0.1998  -0.397
N: 4.0177 1.5154 -0.4188  -0.450
C: 4.3001 2.8265 0.1665  -0.396
C: 2.7556 1.1826 -0.5776  0.580
N: 1.6485 0.9215 -0.7399  -0.375
H: 5.9738 0.8134 -0.4031  0.212
H: 4.7637 -0.3827 -0.8907  0.231
H: 4.9335 0.0524 0.8245  0.201
H: 5.3385 3.0725 -0.0444  0.214
H: 4.1407 2.8302 1.2475  0.199
H: 3.6610 3.5738 -0.2976  0.226

## Properties
Frontier orbital gap: 8.30 eV
Relative energy (zero: lowest compared OMol25 entry of this formula, charge and spin): 0.0 kcal per mole
DFT total energy: -2616.35629 hartree



# 4
ORCA calculation (ωB97M-V/def2-TZVPD) on a molecular structure, C18H16N4O3S at a distorted geometry.

Last column: natural (NBO) charge in e.
Positions of all 42 atoms, in Å:
C: 6.6673 -2.9482 -0.2090  -0.286
H: 6.7583 -1.9466 0.1624  0.188
O: 5.4752 -3.6859 0.4023  -0.447
C: 4.3853 -3.1314 0.3898  0.193
C: 3.4849 -3.8706 0.8845  -0.144
C: 2.2593 -3.4076 1.2207  -0.178
C: 1.9971 -2.1319 0.7201  0.122
C: 2.7322 -1.5780 -0.1189  -0.211
C: 4.0614 -2.0496 -0.1904  -0.269
H: 4.7819 -1.3069 -0.7000  0.217
H: 2.4302 -0.6899 -0.3435  0.213
N: 0.4693 -1.9159 0.7221  -0.454
C: 0.2381 -0.3624 0.8335  0.715
O: 0.9074 0.4056 1.4262  -0.504
C: -1.3438 -0.3091 0.7580  -0.167
N: -1.7440 0.5723 2.0764  -0.347
N: -3.0113 1.2700 1.6773  -0.445
C: -3.2049 2.0383 0.7519  0.407
N: -2.5139 2.4562 -0.0200  -0.530
C: -2.8104 3.3856 -0.8065  0.230
C: -2.0671 4.0039 -1.9301  -0.286
C: -2.6401 4.8842 -2.5332  -0.173
C: -4.1442 5.0651 -2.5782  -0.207
C: -4.8048 4.4337 -1.5957  -0.256
C: -4.4054 3.3324 -1.0052  -0.296
S: -5.0206 2.5877 0.3398  0.204
H: -5.8427 4.6582 -1.8454  0.205
H: -4.7057 5.7003 -3.3200  0.220
H: -2.0232 5.5155 -3.3711  0.200
H: -0.9928 4.0183 -1.8467  0.220
H: -3.9799 0.5590 2.1345  0.408
H: -1.1732 1.2025 2.0827  0.317
C: -1.9069 -1.6656 0.8497  -0.492
C: -0.5623 -2.4876 0.4698  0.667
O: -0.5682 -3.6776 0.2235  -0.628
H: -2.7611 -1.9138 0.1867  0.243
H: -2.3620 -2.0260 1.6407  0.245
H: -1.4110 0.3981 0.1422  0.217
H: 1.4012 -4.0587 1.7831  0.261
H: 3.7689 -4.9585 1.7132  0.208
H: 6.4804 -2.7086 -1.2550  0.195
H: 7.7011 -3.6563 0.0779  0.226

## Properties
Frontier orbital gap: 7.41 eV
Relative energy (zero: lowest compared OMol25 entry of this formula, charge and spin): 456.2 kcal per mole
DFT total energy: -1537.80707 hartree



# 5
ORCA calculation (ωB97M-V/def2-TZVPD) on a molecular structure, C18H17BrN2O5RhS.

Last column: Löwdin spin population.
Positions of all 45 atoms, in Å:
Rh: 0.1101 0.5454 0.8097  2.743
Br: -0.1122 0.5222 3.4013  0.154
C: -1.1328 -1.1084 3.4227  0.003
C: -1.5048 -1.6098 4.6371  0.017
C: -2.2514 -2.7973 4.6846  -0.005
C: -2.6044 -3.4315 3.5250  0.018
C: -2.2331 -2.9085 2.2668  0.008
C: -2.6202 -3.5407 1.0628  0.053
C: -2.2783 -3.0140 -0.1542  0.010
C: -1.5158 -1.8368 -0.2225  0.095
C: -1.0968 -1.1975 0.9230  0.268
C: -1.4653 -1.7113 2.1951  0.053
H: -1.2310 -1.0969 5.5492  0.002
H: -2.5449 -3.2001 5.6438  -0.001
H: -3.1823 -4.3467 3.5557  0.001
H: -3.2037 -4.4510 1.1210  0.003
H: -2.5961 -3.4979 -1.0682  0.001
H: -1.2672 -1.4376 -1.1991  0.008
C: 1.3262 -1.0182 -2.7027  0.000
C: 0.5355 0.2339 -2.5852  0.011
N: 0.2132 0.8484 -1.4567  0.097
C: -0.5506 1.9423 -1.7899  0.005
C: -0.6562 2.0145 -3.1488  0.001
N: 0.0293 0.9268 -3.6208  0.005
C: -1.3186 2.9284 -4.1253  0.000
O: -1.9524 3.9562 -3.6313  0.001
O: -1.2242 2.6702 -5.2990  0.001
C: -1.1297 2.7933 -0.7052  0.017
O: -1.7931 3.7786 -0.9892  0.028
O: -0.8564 2.3777 0.4862  0.218
H: 1.5160 -1.4219 -1.7107  0.000
H: 2.2783 -0.8324 -3.2023  0.000
H: 0.7888 -1.7636 -3.2900  0.000
H: 0.0986 0.7346 -4.6121  0.001
H: -1.8885 4.0120 -2.6422  0.001
C: 4.8052 0.7207 0.6478  0.009
S: 3.2173 1.0073 -0.1551  0.020
C: 2.9779 2.7523 0.2632  0.004
O: 2.2412 0.2415 0.7370  0.147
H: 4.8198 1.1696 1.6378  0.000
H: 5.5854 1.1399 0.0132  0.002
H: 4.9257 -0.3584 0.7233  0.000
H: 3.4334 3.3669 -0.5121  0.000
H: 3.4069 2.9744 1.2372  0.000
H: 1.9013 2.9232 0.2794  0.001

## Properties
Frontier orbital gap (spin up / spin down): 8.72 / 5.61 eV
Net charge: +1
Relative energy (zero: lowest compared OMol25 entry of this formula, charge and spin): 7.3 kcal per mole
DFT total energy: -4264.30778 hartree
Spin multiplicity: 5